One molecule with the formula C4H5NO at a distorted geometry, computed with ωB97M-V/def2-TZVPD.

Computed properties:
**Energy relative to the best compared isomer or geometry (same formula, charge and spin)**: 304.5 kJ/mol
**HOMO level**: -0.3560 Eh
**Charge**: 0
**SMILES string**: O=C1CN2C[C@@H]12
**HOMO-LUMO gap**: 10.597 eV

The geometry in XYZ format:
```
11
C4H5NO (ωB97M-V/def2-TZVPD)
O 1.648 -0.935 -1.555
C 0.994 -0.356 -0.728
C 0.508 1.076 -0.441
N -0.316 0.581 0.726
C -1.227 -0.451 0.383
C 0.230 -0.784 0.506
H 0.996 1.624 0.371
H 0.093 1.690 -1.256
H -1.720 -0.386 -0.579
H -1.843 -0.699 1.244
H 0.637 -1.361 1.328
```